15
Properties=species:S:1:pos:R:3:forces:R:3:nbo_charge:R:1 method="wB97M-V/def2-TZVPD" de_lowest_ev=0.492 lumo_ev=0.66 smiles="CSSCCC=O"
C -1.151748 -2.233222 1.904204 0.0 -0.1 -1.0 -0.73
S -1.555999 -1.172557 0.467541 0.4 -0.2 0.0 0.07
S 0.306182 -1.063300 -0.428295 -0.3 0.2 0.2 0.11
C 0.916054 0.461410 0.347262 -0.5 0.3 -0.1 -0.53
C 0.217508 1.753094 -0.177580 0.3 -0.2 0.4 -0.53
C 1.206334 2.524014 -1.010020 0.2 0.0 0.1 0.44
O 1.462808 2.225191 -2.143472 -0.1 0.0 -0.4 -0.51
H -0.630220 -3.085858 1.482695 0.3 0.0 0.2 0.23
H -0.549046 -1.703098 2.628858 -0.1 0.0 0.2 0.22
H -2.084317 -2.627112 2.283836 -0.3 0.2 0.4 0.23
H 1.989596 0.501201 0.202014 0.2 -0.1 -0.2 0.23
H 0.752853 0.379339 1.413493 0.0 -0.1 0.2 0.22
H -0.635844 1.494219 -0.791347 -0.1 -0.1 -0.1 0.24
H -0.141863 2.313753 0.684644 0.1 0.2 -0.1 0.22
H 1.795407 3.336051 -0.534799 -0.2 0.0 0.2 0.11

87
Properties=species:S:1:pos:R:3:forces:R:3:lowdin_charge:R:1 method="wB97M-V/def2-TZVPD" total_charge=-1 lumo_ev=0.48
C 5.138663 -1.269611 -1.936358 -0.3 -0.4 0.5 -0.13
C 4.243683 -2.288934 -1.158252 1.4 0.1 -0.3 -0.26
C 3.987838 -3.572874 -1.969543 -0.7 -0.2 0.0 -0.32
N 3.116318 -3.360470 -3.144125 -0.5 -0.1 0.8 -0.15
C 1.733111 -3.031539 -2.615630 0.3 0.6 -0.9 -0.27
C 0.953815 -2.205528 -3.680651 -0.8 -1.2 1.7 -0.28
C -0.365692 -1.686698 -2.999922 0.8 1.0 -1.4 -0.24
C -0.076304 -0.764408 -1.793791 -1.0 -0.2 0.2 -0.18
C -0.015618 -1.496929 -0.417702 -0.2 1.2 -0.2 -0.26
O -0.454351 -2.836314 -0.473032 0.3 0.2 0.1 -0.22
C 0.282068 -3.647257 0.401194 -0.3 -1.0 0.1 -0.15
H 4.960050 -0.261435 -1.531119 0.1 -0.2 -0.4 0.06
H 4.875638 -1.323616 -2.998670 0.1 0.2 0.3 0.03
H 6.212523 -1.494333 -1.811486 -0.3 0.0 -0.1 0.06
H 4.812854 -2.592183 -0.254064 -0.4 0.2 -0.2 0.09
H 3.332342 -1.765770 -0.852990 0.0 -0.6 -0.2 0.07
H 4.943843 -4.045711 -2.298009 -0.3 0.4 0.2 0.10
H 3.477411 -4.309486 -1.304871 0.4 0.2 0.0 0.09
H 3.016422 -4.283373 -3.567873 0.5 0.1 -0.3 0.06
H 1.208193 -4.015415 -2.485419 0.0 0.4 -0.1 0.05
H 0.615836 -2.861399 -4.523500 0.2 0.6 -0.2 0.07
H 1.521040 -1.331028 -4.042632 0.0 -0.4 0.1 0.08
H -0.855794 -1.048624 -3.774576 0.0 -0.3 0.4 0.08
H -1.068691 -2.504320 -2.792577 0.4 0.2 0.3 0.09
H -0.909006 -0.016227 -1.742959 0.4 -0.4 0.0 0.06
H 0.831952 -0.158734 -1.946920 -0.1 -0.5 0.0 0.11
H -0.713340 -0.955161 0.268647 0.3 -0.2 0.0 0.10
H 1.000124 -1.384058 -0.005826 -0.3 -0.4 -0.2 0.10
H -0.129479 -4.668512 0.294582 0.1 0.4 0.1 0.08
H 0.135997 -3.336897 1.455799 0.2 0.0 -0.2 0.08
H 1.349491 -3.712477 0.128256 -0.3 0.4 0.0 0.07
C 6.803160 -0.735822 -8.340063 0.0 0.0 0.0 -0.09
C 5.842957 -1.502422 -7.690941 0.1 0.2 0.0 -0.07
C 5.161760 -0.984994 -6.598153 -0.1 -0.2 0.0 0.01
C 5.451178 0.302501 -6.171241 0.4 -0.3 -0.6 -0.14
C 6.412417 1.075403 -6.805297 0.1 0.1 -0.1 -0.01
C 7.090620 0.549568 -7.895627 -0.1 -0.2 0.0 -0.08
N 4.715971 0.852193 -5.035012 -0.2 -0.1 0.2 -0.35
O 3.906389 0.131400 -4.511606 -0.3 0.0 0.1 0.08
O 4.963956 1.992370 -4.691662 0.2 0.3 0.0 0.06
H 7.329330 -1.141148 -9.196038 0.0 0.0 0.0 0.10
H 5.622795 -2.503302 -8.037674 0.0 0.0 0.0 0.11
H 4.414887 -1.586151 -6.094000 0.0 0.1 0.2 0.13
H 6.637111 2.076104 -6.464731 -0.1 0.0 0.1 0.11
H 7.841305 1.142807 -8.401447 0.0 0.0 0.0 0.10
C -3.231375 1.150138 -0.433923 0.0 -0.1 0.0 -0.06
C -4.118400 1.280627 0.627260 0.0 0.1 -0.1 -0.06
C -4.917177 2.409445 0.733308 -0.1 -0.1 0.1 -0.01
C -4.819541 3.398667 -0.236331 0.4 -0.5 0.0 -0.16
C -3.931594 3.282410 -1.298344 0.1 0.0 -0.1 0.00
C -3.134189 2.150536 -1.393233 -0.1 0.0 0.1 -0.05
N -5.675630 4.579336 -0.142713 0.0 0.0 0.0 -0.36
O -6.426809 4.661997 0.806443 -0.2 0.0 0.2 0.07
O -5.592167 5.412267 -1.019481 0.0 0.2 -0.2 0.07
H -2.613280 0.264058 -0.514262 0.0 0.0 0.0 0.09
H -4.186727 0.498869 1.372313 0.0 0.1 0.0 0.11
H -5.603958 2.504822 1.562629 0.0 0.1 -0.1 0.12
H -3.854388 4.056382 -2.048603 -0.1 0.1 0.1 0.12
H -2.438997 2.045186 -2.215819 0.0 0.0 0.0 0.11
C -1.751492 3.070804 4.932113 0.3 0.0 0.0 -0.09
C -2.061367 3.192205 3.584485 0.1 0.0 0.1 -0.06
C -1.133352 2.820594 2.623683 -0.1 0.1 -0.2 0.01
C 0.099636 2.327362 3.023758 -0.5 0.2 0.5 -0.14
C 0.424315 2.208161 4.366702 0.1 -0.1 0.2 -0.01
C -0.509509 2.582806 5.323370 -0.1 0.0 -0.2 -0.07
N 1.070133 1.914580 2.009726 0.1 0.0 -0.2 -0.36
O 0.764447 2.055972 0.847466 -0.2 0.1 -0.2 0.09
O 2.124694 1.457176 2.392628 0.2 -0.1 0.2 0.08
H -2.476444 3.353985 5.678377 0.0 0.1 0.0 0.08
H -3.029053 3.571041 3.283048 0.0 0.0 0.0 0.11
H -1.383203 2.915395 1.575638 0.2 -0.1 0.0 0.11
H 1.387132 1.826767 4.675965 0.0 0.0 -0.2 0.12
H -0.270572 2.490259 6.375048 0.0 0.0 0.0 0.10
C -5.628431 -1.169923 8.821941 0.0 0.0 0.0 -0.07
C -5.313068 -1.743590 7.596250 0.0 0.2 0.1 -0.06
C -4.965710 -0.938886 6.521178 0.0 -0.1 -0.1 0.00
C -4.934657 0.437795 6.690143 -0.1 -0.4 0.6 -0.14
C -5.254041 1.022805 7.906804 0.0 0.1 0.1 0.00
C -5.602980 0.210981 8.976024 0.0 -0.2 -0.1 -0.07
N -4.546035 1.286866 5.566330 0.0 0.0 -0.2 -0.34
O -4.291690 0.748103 4.513879 0.0 -0.2 -0.3 0.09
O -4.494441 2.484977 5.749941 -0.3 0.2 0.2 0.06
H -5.894002 -1.801447 9.660655 0.0 0.0 0.0 0.11
H -5.334990 -2.818763 7.479323 0.0 0.0 0.0 0.11
H -4.721032 -1.390298 5.570043 0.0 0.2 0.0 0.12
H -5.233029 2.095972 8.032802 0.1 0.0 -0.2 0.12
H -5.851799 0.654372 9.930947 0.0 0.0 0.0 0.11

5
Properties=species:S:1:pos:R:3:forces:R:3:nbo_charge:R:1 method="wB97M-V/def2-TZVPD" de_lowest_ev=4.877 lumo_ev="-2.47 / -2.48"
C -0.257563 0.202992 0.088145 2.6 0.6 5.6 -0.49
S 0.103732 0.161022 2.437097 -1.0 -0.1 -4.3 -0.31
S -0.026969 -1.376785 -0.391451 -1.2 1.6 -1.7 0.33
I 0.506619 2.137156 -0.388079 -1.0 -1.4 -0.5 0.36
H -0.325819 -1.124386 -1.745712 0.6 -0.6 0.9 0.11

7
Properties=species:S:1:pos:R:3:forces:R:3:nbo_charge:R:1 method="wB97M-V/def2-TZVPD" de_lowest_ev=2.065 multiplicity=3 total_charge=+1 lumo_ev="-4.15 / -12.98"
C 0.445960 -0.455422 1.394643 1.1 -3.4 -0.3 -0.33
C -0.689957 0.546421 -1.813856 -2.5 -0.7 -2.7 0.31
N 0.005587 0.804759 -0.944377 1.3 0.4 1.9 -0.14
H 0.150137 0.531674 1.434683 -0.1 3.8 -0.1 0.28
H 1.601411 -0.547726 1.593340 -1.0 0.4 0.1 0.37
H -0.158636 -1.257374 1.047778 0.1 -0.8 -0.1 0.20
H -1.354503 0.377668 -2.712212 1.1 0.2 1.2 0.32

130
Properties=species:S:1:pos:R:3:forces:R:3:lowdin_charge:R:1 method="wB97M-V/def2-TZVPD" de_lowest_ev=0.156 lumo_ev=0.56
In 1.229771 -0.147261 1.079550 0.4 -0.1 -0.2 0.52
C 0.453221 -0.173327 -5.394287 0.0 0.0 0.0 0.02
C -0.400501 0.115997 -4.173434 0.0 0.0 0.1 -0.56
C -1.784704 0.600267 -4.559380 0.0 0.0 0.0 0.02
O 0.193425 1.101442 -3.330154 0.1 0.0 0.0 -0.01
C 0.620935 0.530415 -2.095503 -0.1 0.0 0.0 -0.15
C 0.264001 -0.960430 -2.209619 0.0 0.1 0.0 -0.15
O -0.514562 -1.056520 -3.395877 0.0 0.0 0.0 0.00
C -0.531832 -1.645762 -1.061460 0.0 0.0 0.0 -0.38
O 0.201997 -1.655444 0.125769 -0.3 0.1 0.1 -0.22
C -0.698455 -3.145352 -1.423823 0.0 0.0 0.0 -0.10
C -1.762327 -3.880543 -0.906298 0.0 0.0 0.0 -0.03
C -1.877303 -5.245936 -1.129947 0.0 0.0 0.0 -0.08
C -0.931823 -5.913855 -1.894215 0.0 0.0 0.0 -0.10
C 0.130788 -5.195575 -2.422166 0.0 0.0 0.0 -0.10
C 0.248928 -3.832685 -2.181817 0.0 0.0 0.0 -0.02
C -1.925263 -1.012412 -0.876576 0.0 -0.1 0.0 -0.12
C -2.941340 -1.173780 -1.824907 0.0 0.0 0.0 -0.04
C -4.229185 -0.726315 -1.576340 0.0 0.0 0.0 -0.08
C -4.539482 -0.107324 -0.369406 0.0 0.0 0.0 -0.10
C -3.539308 0.081415 0.568632 0.0 0.0 0.0 -0.08
C -2.248963 -0.369056 0.309359 0.0 0.0 0.0 -0.03
C 2.130730 0.754541 -1.795552 0.1 -0.1 -0.1 -0.41
O 2.418116 0.029372 -0.642632 -0.1 0.1 0.1 -0.23
C 2.998644 0.246537 -2.961085 0.0 0.0 0.0 -0.13
C 3.191623 1.017902 -4.107498 0.0 0.0 0.0 -0.04
C 3.994570 0.565994 -5.142041 0.0 0.0 0.0 -0.08
C 4.623137 -0.670292 -5.053105 0.0 0.0 0.0 -0.10
C 4.450442 -1.438310 -3.912282 0.0 0.0 0.0 -0.07
C 3.651112 -0.974212 -2.873220 0.0 0.0 0.0 -0.02
C 2.515926 2.231449 -1.609131 0.0 0.0 0.1 -0.14
C 1.677512 3.306900 -1.849058 0.0 0.0 0.0 -0.03
C 2.137185 4.614694 -1.693074 0.0 0.0 0.0 -0.08
C 3.440617 4.858768 -1.300862 0.0 0.0 0.0 -0.10
C 4.293558 3.782920 -1.062887 0.0 0.0 0.0 -0.08
C 3.832260 2.490380 -1.218116 0.0 0.0 0.0 -0.03
H 0.653266 0.743931 -5.950742 0.0 0.0 0.0 0.10
H -0.081225 -0.872165 -6.039547 0.0 0.0 0.0 0.09
H 1.399362 -0.621776 -5.100051 0.0 0.0 0.0 0.08
H -1.702894 1.520448 -5.140290 0.0 0.0 0.0 0.09
H -2.366698 0.786487 -3.658125 0.0 0.0 0.0 0.07
H -2.294533 -0.152357 -5.162355 0.0 0.0 0.0 0.09
H 0.062525 1.011884 -1.284410 -0.1 0.0 0.1 0.12
H 1.199188 -1.508330 -2.321004 0.0 0.0 0.0 0.12
H -2.524389 -3.378258 -0.325915 0.0 0.0 0.0 0.10
H -2.722675 -5.786225 -0.719408 0.0 0.0 0.0 0.10
H -1.029972 -6.974788 -2.088547 0.0 0.0 0.0 0.10
H 0.872021 -5.694160 -3.036666 0.0 0.0 0.0 0.10
H 1.092634 -3.314066 -2.617027 0.0 0.0 0.0 0.11
H -2.727523 -1.698070 -2.744937 0.0 0.0 0.0 0.12
H -5.003227 -0.887526 -2.317785 0.0 0.0 0.0 0.10
H -5.554100 0.213327 -0.163262 0.0 0.0 0.0 0.10
H -3.753065 0.548201 1.523500 0.0 0.0 0.0 0.10
H -1.498999 -0.253777 1.078248 0.0 0.0 0.0 0.06
H 2.708086 1.983490 -4.187313 0.0 0.0 0.0 0.12
H 4.130539 1.181263 -6.023497 0.0 0.0 0.0 0.10
H 5.252222 -1.022730 -5.860969 0.0 0.0 0.0 0.10
H 4.950311 -2.395664 -3.821117 0.0 0.0 0.0 0.10
H 3.541771 -1.542397 -1.962582 0.0 0.0 0.0 0.08
H 0.669722 3.129432 -2.191923 -0.1 0.0 0.0 0.08
H 1.476365 5.449175 -1.897065 0.0 0.0 0.0 0.09
H 3.797238 5.875603 -1.188315 0.0 0.0 0.0 0.10
H 5.320048 3.958563 -0.763709 0.0 0.0 0.0 0.11
H 4.494014 1.649542 -1.043081 0.0 0.0 0.0 0.13
C -3.821402 2.248403 4.982572 0.0 0.0 0.0 -0.07
C -2.585305 1.687424 5.670241 0.0 0.0 0.0 -0.21
N -1.382682 1.838775 4.847819 0.0 0.0 0.0 -0.13
C -0.586918 3.037783 5.102206 0.0 0.0 0.0 -0.26
C 0.494237 2.809639 6.148876 0.0 0.0 0.0 -0.08
C -1.074757 0.899709 3.930711 -0.2 0.0 -0.1 -0.63
S 0.430186 1.166503 3.096512 0.1 -0.2 0.0 0.78
N -1.994411 -0.038216 3.750313 0.0 0.1 0.1 0.11
C -1.702073 -1.290873 3.382236 0.1 -0.1 -0.2 -0.46
O -0.566315 -1.777563 3.287345 0.1 -0.2 -0.1 -0.03
C -2.908388 -2.143601 3.112026 0.0 0.0 0.1 -0.14
C -4.149718 -1.832536 3.656865 0.0 0.0 0.0 -0.03
C -5.249851 -2.634734 3.391025 0.0 0.0 0.0 -0.08
C -5.118452 -3.744736 2.567342 0.0 0.0 0.0 -0.08
C -3.883184 -4.049834 2.011268 0.0 0.0 0.0 -0.07
C -2.782292 -3.254117 2.288314 0.0 0.0 0.0 -0.03
H -4.695751 2.150358 5.628544 0.0 0.0 0.0 0.07
H -4.005503 1.705043 4.056036 0.0 0.0 0.0 0.06
H -3.690192 3.306272 4.745898 0.0 0.0 0.0 0.07
H -2.721915 0.634627 5.902966 0.0 0.0 0.0 0.11
H -2.393540 2.214544 6.606429 0.0 0.0 0.0 0.11
H -1.283767 3.810445 5.433560 0.0 0.0 0.0 0.12
H -0.148467 3.377059 4.166412 0.0 0.0 0.0 0.08
H 0.060794 2.464785 7.089583 0.0 0.0 0.0 0.07
H 1.036182 3.736781 6.343162 0.0 0.0 0.0 0.08
H 1.203965 2.059811 5.799620 0.0 0.0 0.0 0.06
H -4.240417 -0.957262 4.286367 0.0 0.0 0.0 0.10
H -6.212254 -2.393191 3.825024 0.0 0.0 0.0 0.10
H -5.978529 -4.367474 2.354740 0.0 0.0 0.0 0.10
H -3.780067 -4.904687 1.353521 0.0 0.0 0.0 0.09
H -1.822032 -3.456278 1.831637 0.0 0.0 0.0 0.09
C 3.613500 -3.812247 -0.140622 0.0 0.0 0.0 -0.01
N 2.487801 -4.094793 0.731747 0.0 0.1 -0.1 -0.09
C 1.617528 -5.161138 0.623008 0.0 0.0 0.0 -0.04
C 0.645164 -4.967958 1.537993 0.0 0.0 0.1 -0.05
N 0.945162 -3.801574 2.203304 -0.3 0.3 0.0 0.11
C 2.050064 -3.256989 1.685654 0.0 0.0 0.0 -0.70
S 2.838116 -1.806039 2.187800 -0.1 0.0 0.0 0.73
H 3.581290 -4.505860 -0.977146 0.0 0.0 0.0 0.10
H 4.554199 -3.916881 0.396608 0.0 0.0 0.0 0.10
H 3.516659 -2.790197 -0.495471 0.0 0.0 0.0 0.06
H 1.760637 -5.944216 -0.098606 0.0 0.0 0.0 0.12
H -0.224559 -5.555913 1.768861 0.0 0.0 0.0 0.12
H 0.294658 -3.224102 2.766225 0.1 -0.1 0.1 0.11
C -3.660060 3.151949 -1.348129 0.0 0.0 0.0 -0.03
N -2.362859 3.787620 -1.136088 0.0 0.1 0.1 -0.19
C -1.838769 4.585388 -2.239618 0.0 -0.1 0.0 -0.04
C -1.490930 3.172071 -0.346149 0.0 -0.1 0.0 -0.27
N -0.730806 2.646235 0.350478 0.0 0.1 -0.1 0.20
H -4.395342 3.926259 -1.566475 0.0 0.0 0.0 0.09
H -3.953597 2.619376 -0.449037 0.0 0.0 0.0 0.08
H -3.626784 2.440922 -2.177674 0.0 0.0 0.0 0.08
H -2.590766 5.322845 -2.518070 0.0 0.0 0.0 0.09
H -1.604025 3.965280 -3.110649 0.0 0.0 0.0 0.09
H -0.940536 5.105502 -1.917004 0.0 0.0 0.0 0.08
Br 6.838745 1.704577 2.496315 0.0 0.0 0.0 0.76
C 5.067105 2.295821 2.222311 0.0 0.0 0.0 -0.67
C 4.727240 3.622055 2.415873 0.0 0.0 0.0 -0.10
C 3.421797 4.003520 2.158825 0.0 0.0 0.0 -0.04
C 2.510094 3.047043 1.746242 0.0 -0.1 -0.1 -0.17
N 2.844210 1.765108 1.594431 0.0 -0.1 0.2 -0.02
C 4.104533 1.392655 1.809138 -0.1 0.1 0.0 -0.19
H 5.470608 4.337062 2.741163 0.0 0.0 0.0 0.11
H 3.113056 5.034036 2.267852 0.0 0.0 0.0 0.11
H 1.482860 3.301222 1.513978 0.0 0.0 0.0 0.08
H 4.353365 0.354842 1.624099 0.0 0.0 0.0 0.07

17
Properties=species:S:1:pos:R:3:forces:R:3:nbo_charge:R:1 method="wB97M-V/def2-TZVPD" de_lowest_ev=3.043 lumo_ev=0.85
C 1.907308 -0.267299 0.248165 -0.7 0.6 0.5 -0.65
C 1.062337 -1.489876 0.441631 0.7 -0.4 0.2 -0.18
C -0.138891 -1.704263 -0.109094 0.1 0.8 -0.3 -0.22
C -0.980182 -0.593104 -0.549612 -0.6 -0.8 0.8 -0.34
C -2.189643 -0.864901 -1.042544 -0.6 0.4 -0.8 0.16
O -2.976563 0.104531 -1.613845 0.0 0.2 0.4 -0.68
H 2.713260 -0.428604 -0.473892 -0.1 -0.3 0.0 0.22
H 1.281486 0.539691 -0.130074 0.3 0.2 0.0 0.22
H 2.388064 0.051465 1.178473 -0.1 0.1 -0.1 0.21
H 1.554249 -2.223951 1.074376 0.0 -0.7 -0.7 0.19
H -0.486304 -2.687329 -0.425538 -0.2 -0.2 1.0 0.20
H -0.838886 0.382643 -0.089715 0.5 0.3 -1.0 0.23
H -2.709196 -1.818750 -1.009069 0.7 -0.4 -0.3 0.16
H -3.697937 -0.326094 -2.076917 -0.1 0.1 0.1 0.48
O 1.097625 3.431094 1.305608 0.0 0.5 0.6 -0.93
H 0.796625 4.300718 1.017066 0.0 -0.1 -0.3 0.47
H 1.216649 3.594028 2.254974 0.1 -0.4 -0.3 0.47

Per-record M, Da: 136.24 650.71 204.06 42.06 1156.98 102.13
Per-record F_max, eV/Å: 1.0 2.2 6.2 3.8 0.5 1.3